Entry 1:
Formula: C42H42O14
Source: the Open Molecules 2025 dataset
Level of theory: ωB97M-V/def2-TZVPD

ORCA input file:
```
! RIJCOSX wB97M-V def2-TZVPD def2/J DEFGRID3
* xyz 0 1
C -3.081 4.535 0.049
C -3.360 3.163 0.070
C -3.868 2.381 -1.036
C -4.210 3.085 -2.162
C -3.944 4.597 -2.257
C -3.353 5.162 -1.212
O -2.987 6.528 -1.334
O -4.016 1.034 -0.915
H -2.439 5.173 0.778
H -3.096 2.804 1.077
H -4.797 2.600 -3.112
H -4.286 5.073 -3.152
H -3.619 7.240 -1.810
H -4.094 0.508 -1.672
C 1.586 6.718 0.131
C 1.536 8.003 0.771
C 2.048 8.145 2.139
C 2.271 7.003 2.874
C 2.201 5.774 2.253
C 1.997 5.640 0.909
O 2.107 4.382 0.418
O 2.338 9.316 2.653
H 1.072 6.528 -0.769
H 1.134 8.929 0.278
H 2.584 7.087 4.051
H 2.520 5.100 2.900
H 1.651 4.492 -0.330
H 2.052 9.279 3.685
C 2.958 -5.458 0.506
C 2.953 -6.139 1.753
C 2.006 -5.779 2.671
C 0.936 -4.776 2.472
C 0.935 -4.227 1.109
C 1.978 -4.526 0.127
O 2.064 -3.794 -0.997
O 1.968 -6.354 3.927
H 3.929 -5.622 0.030
H 3.757 -6.876 2.090
H 0.287 -4.504 3.195
H 0.280 -3.489 1.022
H 1.140 -3.727 -1.338
H 1.128 -6.119 4.315
C 1.458 -0.331 -1.033
C 1.662 0.668 -0.107
C 0.609 1.230 0.641
C -0.592 0.648 0.515
C -0.909 -0.389 -0.392
C 0.214 -0.887 -1.191
O -0.232 -1.829 -2.155
O 0.950 2.136 1.668
H 2.296 -0.737 -1.669
H 2.648 1.043 0.253
H -1.545 0.955 0.994
H -1.845 -0.665 -0.254
H -1.065 -1.758 -2.481
H 1.888 2.644 1.555
C -3.214 -3.086 3.083
C -2.801 -4.131 3.836
C -2.300 -5.251 3.242
C -2.323 -5.440 1.903
C -2.918 -4.421 1.044
C -3.252 -3.207 1.638
O -3.943 -2.209 0.975
O -1.783 -6.302 3.978
H -3.528 -2.087 3.613
H -2.803 -3.963 4.948
H -2.227 -6.480 1.532
H -2.811 -4.365 -0.094
H -3.646 -1.302 1.310
H -1.482 -7.040 3.555
C -4.802 -0.647 -4.276
C -5.081 0.453 -5.061
C -3.922 1.272 -5.495
C -2.640 1.025 -5.024
C -2.465 -0.091 -4.097
C -3.595 -0.907 -3.558
O -3.186 -1.767 -2.677
O -4.087 2.425 -6.239
H -5.756 -0.989 -4.020
H -6.138 0.572 -5.222
H -1.939 1.380 -5.476
H -1.392 -0.263 -4.107
H -3.664 -2.502 -2.441
H -3.341 2.879 -6.249
C 4.472 -2.021 0.498
C 5.164 -1.051 1.265
C 6.497 -0.969 1.318
C 7.415 -1.812 0.631
C 6.754 -2.735 -0.227
C 5.355 -2.743 -0.368
O 4.900 -3.676 -1.292
O 7.040 -0.069 2.150
H 3.503 -1.978 0.429
H 4.444 -0.282 1.839
H 8.428 -1.710 0.813
H 7.417 -3.395 -0.743
H 3.904 -3.293 -1.502
H 7.939 0.546 2.043
*
```

Values from the calculation:
SMILES ... Oc1ccc(O)cc1.Oc1ccc(O)cc1.Oc1ccc(O)cc1.Oc1ccc(O)cc1.Oc1ccc(O)cc1.Oc1ccc(O)cc1.Oc1ccc(O)cc1
Total energy ... -2678.53982 Ha
Lowest unoccupied orbital energy ... 0.29 eV
Orbital gap ... 7.9 eV
E_HOMO ... -0.278 Ha
ΔE to the lowest compared entry with this formula, charge and spin ... 1025.3 kJ/mol

***

Entry 2:
Formula: C14H27MgNO6P
Source: the Open Molecules 2025 dataset
Level of theory: ωB97M-V/def2-TZVPD

ORCA input file:
```
! RIJCOSX wB97M-V def2-TZVPD def2/J DEFGRID3
* xyz 2 2
C -0.282 -0.841 2.585
C 1.069 -0.429 1.799
C 2.273 -1.029 2.724
C 1.161 -1.252 0.406
C 0.823 -0.421 -0.919
C -0.111 -1.148 -2.002
C -1.272 -2.080 -1.452
C -2.103 -1.529 -0.206
C -3.702 -1.462 -0.476
O -3.981 -0.140 -1.018
C -5.055 0.481 -0.321
O -4.899 1.564 0.256
P 2.499 -0.187 -1.829
O 3.124 -1.554 -2.144
O 2.294 0.654 -3.326
O 3.625 0.705 -0.933
C 0.241 1.065 -0.701
C 0.522 1.765 0.706
C -0.913 2.274 1.308
C 1.323 3.149 0.386
N 1.320 1.025 1.699
O 2.520 1.358 1.777
H -0.409 -1.980 2.541
H -0.098 -0.584 3.692
H -1.212 -0.290 2.243
H 2.356 -0.493 3.725
H 3.265 -1.079 2.153
H 1.986 -2.127 2.920
H 2.258 -1.603 0.330
H 0.555 -2.204 0.560
H 0.537 -1.734 -2.756
H -0.598 -0.313 -2.631
H -2.022 -2.235 -2.314
H -0.883 -3.135 -1.210
H -1.956 -2.262 0.662
H -1.816 -0.495 0.164
H -3.989 -2.321 -1.174
H -4.217 -1.559 0.548
H -6.067 -0.070 -0.311
H 3.146 0.431 -3.790
H 3.718 1.625 -1.288
H 0.703 1.726 -1.527
H -0.890 1.090 -0.920
H -0.848 2.488 2.437
H -1.206 3.242 0.759
H -1.723 1.514 1.055
H 2.283 2.979 -0.197
H 0.622 3.720 -0.328
H 1.433 3.809 1.304
Mg 4.599 -0.107 -4.968
*
```

Values from the calculation:
Total energy ... -1596.49774 Ha
Lowest unoccupied orbital energy (alpha / beta) ... -9.13 / -9.26 eV
Orbital gap (alpha / beta) ... 5.9 / 5.8 eV
E_HOMO (alpha / beta) ... -0.553 / -0.553 Ha
⟨S²⟩ ... 0.751

***

Entry 3:
Formula: C2H4N4O
Source: the Open Molecules 2025 dataset
Level of theory: ωB97M-V/def2-TZVPD

ORCA input file:
```
! RIJCOSX wB97M-V def2-TZVPD def2/J DEFGRID3
* xyz 0 1
C -1.965 -0.508 0.625
C 1.176 -0.159 -0.074
H -1.311 -0.256 1.700
H -2.425 -1.455 0.387
H -2.861 0.164 0.510
H 2.838 -1.251 0.424
N -1.169 -0.155 -0.681
N -0.734 1.123 -0.056
N 0.535 1.146 0.040
N 2.416 -0.211 0.347
O 0.143 -0.816 -0.486
*
```

Values from the calculation:
SMILES ... [H]/N=c1/nnn(C)o1
Total energy ... -372.66055 Ha
Lowest unoccupied orbital energy ... -0.26 eV
Orbital gap ... 10.0 eV
E_HOMO ... -0.379 Ha
ΔE to the lowest compared entry with this formula, charge and spin ... 629.5 kJ/mol

***

Entry 4:
Formula: C26H37BIN10O3
Source: the Open Molecules 2025 dataset
Level of theory: ωB97M-V/def2-TZVPD

ORCA input file:
```
! RIJCOSX wB97M-V def2-TZVPD def2/J DEFGRID3
* xyz 1 1
C 4.188 -4.372 0.863
O 3.365 -3.554 0.009
B 2.267 -4.234 -0.457
O 2.399 -5.179 -1.440
N 0.890 -4.023 0.070
C 0.056 -3.008 -0.112
N -1.169 -2.922 0.481
C -1.647 -1.754 0.077
C -2.936 -1.075 0.420
C -4.191 -1.975 0.261
C -4.821 -2.258 1.635
I -6.950 -2.450 1.543
N -0.797 -1.137 -0.749
N 0.308 -1.946 -0.876
C 1.397 -1.517 -1.728
C 2.512 -0.662 -1.082
O 3.567 -0.662 -1.657
C 2.306 0.200 0.122
C 3.063 1.373 0.170
C 2.970 2.247 1.253
C 2.121 1.948 2.316
C 1.347 0.790 2.270
C 1.440 -0.072 1.193
H 4.003 -4.129 1.910
H 3.987 -5.440 0.732
H 5.239 -4.209 0.638
H 3.170 -4.998 -1.990
H 0.521 -4.755 0.661
H -3.031 -0.229 -0.265
H -2.861 -0.623 1.410
H -4.918 -1.414 -0.325
H -3.965 -2.888 -0.285
H -4.363 -3.149 2.064
H -4.620 -1.447 2.330
H -0.867 -0.245 -1.209
H 1.893 -2.337 -2.246
H 0.963 -0.897 -2.517
H 3.735 1.612 -0.642
H 3.574 3.143 1.287
H 2.077 2.620 3.162
H 0.698 0.588 3.113
H 0.830 -0.964 1.219
C 3.608 4.180 -2.991
C 4.436 4.292 -1.803
N 5.086 4.356 -0.859
H 2.553 4.307 -2.751
H 3.876 4.937 -3.728
H 3.725 3.204 -3.461
C 7.162 7.520 -1.262
C 6.288 7.304 -2.403
N 5.590 7.125 -3.295
H 7.051 6.715 -0.537
H 8.205 7.555 -1.573
H 6.927 8.460 -0.765
C 0.780 6.613 -1.131
C 0.255 5.528 -1.947
N -0.150 4.669 -2.592
H 0.850 6.314 -0.086
H 1.775 6.904 -1.467
H 0.135 7.488 -1.190
C -6.553 1.394 -0.536
C -5.648 1.411 0.604
N -4.933 1.400 1.503
H -7.590 1.387 -0.204
H -6.404 2.271 -1.163
H -6.393 0.507 -1.148
C -7.526 -6.349 -0.680
C -7.727 -5.084 -1.369
N -7.888 -4.084 -1.909
H -7.922 -7.177 -1.266
H -6.467 -6.534 -0.507
H -8.030 -6.348 0.286
C -0.580 -2.717 4.234
C -0.264 -1.424 4.822
N -0.016 -0.406 5.288
H -0.150 -3.526 4.822
H -1.658 -2.871 4.189
H -0.189 -2.790 3.220
*
```

Values from the calculation:
Total energy ... -2108.59305 Ha
Lowest unoccupied orbital energy ... -2.59 eV
Orbital gap ... 8.9 eV
E_HOMO ... -0.422 Ha

***

Entry 5:
Formula: C4H41N3O14
Source: the Open Molecules 2025 dataset
Level of theory: ωB97M-V/def2-TZVPD

ORCA input file:
```
! RIJCOSX wB97M-V def2-TZVPD def2/J DEFGRID3
* xyz 2 1
C 1.041 -0.446 -2.893
C 1.768 -0.514 -1.554
C 1.159 -1.572 -0.607
N 1.133 -1.000 3.000
C 0.964 -1.473 1.800
N 1.718 -1.348 0.711
N -0.266 0.221 -2.671
H 0.894 -1.467 -3.234
H 1.793 -0.036 -3.557
H 2.814 -0.788 -1.690
H 1.761 0.464 -1.053
H 0.067 -1.582 -0.616
H 1.534 -2.468 -1.092
H 0.388 -1.068 3.664
H 2.023 -0.557 3.184
H 0.002 -1.956 1.656
H 2.448 -0.691 0.977
H -1.123 -0.324 -2.928
H -0.534 1.006 -3.280
H -0.387 0.606 -1.720
H -2.801 -3.570 -0.151
H -1.327 -3.291 -0.554
O -2.244 -2.940 -0.621
H -0.045 5.185 1.024
H -0.204 3.830 0.327
O -0.178 4.246 1.189
H -2.500 -2.260 -3.482
H -2.813 -2.106 -2.053
O -2.605 -1.547 -2.842
H 3.348 1.948 0.017
H 4.650 2.650 0.075
O 4.266 1.784 0.269
H -0.891 2.077 0.657
H -0.734 0.677 0.563
O -0.387 1.463 0.103
H -0.112 -5.131 -0.550
H 0.334 -4.433 0.623
O -0.011 -4.212 -0.263
H -0.630 4.053 -2.778
H -1.662 3.140 -1.834
O -0.852 3.237 -2.331
H 0.743 2.716 -2.670
H 2.017 2.674 -3.599
O 1.253 2.169 -3.307
H -2.318 -0.492 3.927
H -1.475 0.893 3.990
O -1.720 0.123 3.518
H -4.420 2.687 -1.053
H -3.448 2.354 0.080
O -3.526 2.861 -0.743
H -3.829 1.910 2.477
H -2.786 3.125 2.396
O -3.124 2.334 1.983
H 4.222 0.910 2.292
H 4.098 -0.259 3.236
O 3.587 0.254 2.614
H 1.887 -4.108 2.871
H 2.347 -3.821 1.448
O 1.562 -3.848 2.000
H -2.254 -0.064 1.365
H -2.707 -1.354 0.735
O -1.905 -0.872 0.956
*
```

Values from the calculation:
Total energy ... -1394.13281 Ha
Lowest unoccupied orbital energy ... -4.78 eV
Orbital gap ... 11.3 eV
E_HOMO ... -0.590 Ha
ΔE to the lowest compared entry with this formula, charge and spin ... 0.0 kJ/mol